1.
Formula: C4H8BrFO2Si
Source: the Open Molecules 2025 dataset
Level of theory: ωB97M-V/def2-TZVPD

## Properties
SMILES: CCO/C(O[SiH3])=C(/F)Br
Frontier orbital gap: 8.095 eV
HOMO: -0.280 Eh
Total energy: -89007.27225 eV
Energy relative to the best compared isomer or geometry (same formula, charge and spin): 0.00 kJ/mol

Cartesian coordinates (Å):
C -1.873162 0.644193 2.158672
C -0.980089 0.603592 0.808430
O 0.243459 -0.060001 1.049364
C 1.004699 -0.324559 -0.013764
O 0.955859 0.408612 -1.075155
Si 0.663816 0.080693 -2.629275
C 2.173768 -1.314769 0.218256
F 2.778934 -1.664864 -0.916213
Br 2.017896 -2.622888 1.529409
H -1.740420 -0.299461 2.612766
H -1.435468 1.358653 2.800091
H -2.908416 0.880040 1.976158
H -0.992847 1.664393 0.539535
H -1.496905 -0.064279 0.041801
H 0.227378 1.565102 -2.817961
H 1.855287 -0.261242 -3.402768
H -0.493790 -0.593216 -2.879346

Cartesian forces, eV/Å:
1.846 -0.597 -2.344
-3.402 -0.764 0.620
0.429 0.916 0.163
5.214 -5.148 2.811
-0.004 0.527 1.352
0.944 4.005 -1.496
-5.479 4.261 -0.757
0.718 -0.354 -0.638
0.144 -0.246 0.172
-0.299 -1.159 0.646
0.378 0.968 0.764
-0.228 0.003 -0.286
0.986 -0.336 -0.705
0.204 1.304 0.733
0.444 -1.113 -0.768
0.035 -0.317 0.003
-1.930 -1.952 -0.271


2.
Formula: C4H8BrN
Source: the Open Molecules 2025 dataset
Level of theory: ωB97M-V/def2-TZVPD

## Properties
Frontier orbital gap (spin up / spin down): 6.724 / 8.088 eV
HOMO (spin up / spin down): -0.280 / -0.296 Eh
Total energy: -75806.15334 eV
Energy relative to the best compared isomer or geometry (same formula, charge and spin): 328.94 kJ/mol

Cartesian coordinates (Å):
C 0.140476 1.663350 0.724416
C -1.297111 -1.060334 -0.063719
C 1.158037 -0.979368 -0.588965
C -0.174939 -0.412713 -0.844189
N 1.044781 2.451204 0.700022
Br -1.722154 1.919188 1.520267
H -2.288650 -1.036735 -0.661122
H -1.036092 -2.092590 0.237165
H -1.534704 -0.409145 0.872941
H 1.283795 -1.607261 0.398384
H 2.040815 -0.227941 -0.589299
H 1.479364 -1.805184 -1.268644
H -0.390047 0.309437 -1.672712
H 1.296429 3.288093 1.235456

Cartesian forces, eV/Å:
-0.649 -0.960 -1.400
-1.581 1.238 -0.500
3.122 -0.978 1.171
-0.611 1.087 1.789
1.078 0.276 0.485
-0.111 0.263 0.419
1.563 -0.225 0.935
-0.197 0.583 -0.121
0.445 -1.221 -1.394
-0.783 1.672 -1.387
-1.595 -1.048 -0.140
-0.461 0.706 -0.353
0.386 -0.958 0.855
-0.606 -0.436 -0.357


3.
Formula: C4H8BrN
Source: the Open Molecules 2025 dataset
Level of theory: ωB97M-V/def2-TZVPD

## Properties
Frontier orbital gap (spin up / spin down): 7.138 / 7.653 eV
HOMO (spin up / spin down): -0.245 / -0.263 Eh
Total energy: -75805.77895 eV
Energy relative to the best compared isomer or geometry (same formula, charge and spin): 365.06 kJ/mol

Cartesian coordinates (Å):
C 0.264680 0.695354 0.089317
C -0.549331 1.846525 0.231578
C 2.025313 -1.012562 0.041059
C -1.555110 -1.142014 -0.393595
N 1.354718 0.280650 0.275941
Br -3.151780 -0.139293 -0.397241
H -0.161923 2.798812 0.016890
H -0.960080 1.992991 1.197319
H -1.368411 1.580512 -0.488388
H 3.011024 -0.862390 0.520241
H 2.136190 -1.118356 -1.008869
H 1.492898 -1.753433 0.560380
H -1.485453 -1.749742 0.588020
H -1.052730 -1.417056 -1.232656

Cartesian forces, eV/Å:
-1.891 -1.820 0.238
-2.113 -0.293 -1.515
0.854 2.776 1.258
0.473 1.169 5.213
2.556 -0.693 -0.111
-0.043 -0.319 -0.493
1.194 1.071 -0.832
-0.602 -0.592 1.086
0.140 1.072 0.794
-0.361 -0.544 -0.452
0.009 -0.541 -0.855
-0.777 -1.293 0.281
-0.039 0.927 -2.123
0.601 -0.920 -2.487


4.
Formula: C4H8BrN2
Source: the Open Molecules 2025 dataset
Level of theory: ωB97M-V/def2-TZVPD

## Properties
Net charge: +1
Frontier orbital gap: 7.603 eV
HOMO: -0.475 Eh
Total energy: -77289.74392 eV
Energy relative to the best compared isomer or geometry (same formula, charge and spin): 457.87 kJ/mol

Cartesian coordinates (Å):
C -1.451264 -0.575723 0.129355
C 1.548221 -0.132905 -0.007951
C 0.577489 0.741922 -0.825372
C -0.439068 0.336543 2.127146
N -0.721916 -0.059929 -0.809381
N -1.184591 -0.553474 1.402771
Br -0.088532 0.055139 3.856812
H -2.165050 -1.354886 -0.105806
H 1.759768 -1.187280 -0.552974
H 2.425031 0.327119 0.065250
H 0.579544 1.808062 -0.509147
H 0.928913 0.828518 -1.869498
H 1.191136 -0.357220 0.869283
H -1.061910 -0.255496 -1.738588
H -1.792822 -1.243723 2.045417

Cartesian forces, eV/Å:
1.241 -0.791 -1.976
-0.966 -2.682 -6.682
0.770 -0.829 0.373
0.428 1.558 -2.547
-0.224 1.583 -0.795
-1.669 -1.714 6.890
-0.458 -0.778 0.584
-0.425 0.466 -0.612
-0.569 2.448 0.979
3.759 1.934 0.469
-0.944 -0.939 0.448
-0.587 -0.552 0.324
-1.640 -0.993 4.745
-0.148 -0.074 -0.137
1.431 1.363 -2.063